{"formula": "C13H11F3N3O9S", "method": "wB97M-V/def2-TZVPD", "symbols": ["C", "C", "O", "C", "C", "C", "C", "O", "O", "H", "H", "H", "H", "H", "H", "H", "H", "H", "O", "S", "O", "C", "F", "F", "F", "C", "C", "C", "N", "O", "O", "N", "C", "C", "N", "O", "O", "C", "H", "H"], "positions_angstrom": [[-4.73118, 0.23383, -2.22463], [-3.38363, 0.91736, -2.32513], [-2.30064, 0.03619, -2.15501], [-1.15279, 0.65672, -2.57321], [0.06219, -0.07756, -2.39400], [1.33657, 0.40356, -2.75023], [2.52598, -0.48988, -2.59752], [1.53928, 1.53084, -3.18251], [-1.17512, 1.78278, -3.05932], [-5.55518, 0.91973, -2.43956], [-4.78960, -0.59561, -2.92998], [-4.88377, -0.17953, -1.22643], [-3.24759, 1.39134, -3.30934], [-3.26280, 1.70407, -1.56638], [-0.02494, -1.05848, -1.96254], [2.24274, -1.49532, -2.28366], [3.05800, -0.55644, -3.54956], [3.21770, -0.07319, -1.86583], [-1.24075, -2.54226, 1.09685], [-1.48704, -1.17657, 1.68152], [-2.33924, -0.12331, 1.02550], [-1.69519, -1.14749, 3.52386], [-2.87727, -1.69428, 3.81791], [-0.68629, -1.84498, 4.04870], [-1.63690, 0.13016, 3.90485], [0.17596, -0.46971, 1.67820], [0.33233, 0.88725, 1.75471], [1.63920, 1.37740, 1.78274], [2.24198, 2.61857, 1.87708], [1.57779, 3.68171, 1.95837], [3.58319, 2.56289, 1.87614], [3.87121, 1.28458, 1.77604], [2.74506, 0.54003, 1.72045], [2.56095, -0.86202, 1.61075], [3.67120, -1.77751, 1.49633], [4.81081, -1.32632, 1.33471], [3.43278, -2.98898, 1.54419], [1.26965, -1.33361, 1.59875], [-0.51918, 1.55397, 1.77946], [1.09455, -2.39994, 1.50770]], "mulliken_charge": [-1.18, -0.14, -0.33, 0.39, -0.38, 0.66, -1.09, -0.73, -0.67, 0.38, 0.29, 0.23, 0.38, 0.24, 0.25, 0.25, 0.34, 0.15, -0.65, 1.00, -0.54, 0.73, -0.18, -0.20, -0.19, 0.29, -0.58, 0.30, 0.88, -0.73, -0.13, -0.59, 0.99, -1.06, 0.98, -0.56, -0.62, -0.48, 0.67, 0.62], "lumo_energy_ev": -0.07, "spin_multiplicity": 1, "charge": -1, "orbital_gap_ev": 3.30}

=====

{"formula": "C26H18Cl2N4O7Ti", "method": "wB97M-V/def2-TZVPD", "symbols": ["Ti", "Cl", "C", "C", "C", "N", "C", "O", "C", "C", "C", "C", "C", "N", "C", "C", "C", "Cl", "N", "C", "O", "C", "C", "C", "C", "C", "N", "H", "H", "H", "H", "H", "H", "H", "H", "H", "H", "O", "C", "O", "C", "C", "C", "C", "C", "O", "C", "C", "O", "O", "H", "H", "H", "H", "H", "H", "H", "H"], "positions_angstrom": [[-0.42949, -0.10223, -0.47134], [-3.53793, 1.81506, 5.33081], [-3.23435, 1.19086, 3.73000], [-1.92223, 1.13524, 3.28458], [-1.63407, 0.62863, 2.00583], [-0.41318, 0.40044, 1.48447], [0.75612, 0.50922, 2.25184], [1.42449, -0.54297, 2.44476], [1.19818, 1.80985, 2.68484], [2.41326, 1.95019, 3.41451], [2.85466, 3.19440, 3.77272], [2.08859, 4.32322, 3.41138], [0.91006, 4.09101, 2.69986], [0.45740, 2.91118, 2.33971], [-2.73847, 0.19717, 1.19377], [-4.03814, 0.25080, 1.66658], [-4.28644, 0.75341, 2.94404], [-5.92642, 0.81492, 3.52372], [-2.31600, -0.37819, 0.00304], [-2.82895, -1.51847, -0.48820], [-4.00351, -1.83972, -0.63063], [-1.73644, -2.53226, -0.76505], [-2.01560, -3.80726, -1.24414], [-1.03139, -4.77703, -1.17900], [0.19454, -4.46161, -0.62608], [0.41171, -3.15319, -0.22149], [-0.51929, -2.21907, -0.32571], [-1.12673, 1.47066, 3.93266], [2.96430, 1.05022, 3.65663], [3.78384, 3.31002, 4.32231], [2.39080, 5.33043, 3.66859], [0.29134, 4.93719, 2.40162], [-4.84793, -0.10689, 1.04880], [-3.00936, -4.00763, -1.61848], [-1.22236, -5.78167, -1.53433], [0.96955, -5.20666, -0.51618], [1.35021, -2.82395, 0.21319], [0.62459, -0.70036, -4.55442], [0.65655, -0.37844, -3.36908], [-0.25458, -0.56300, -2.50372], [2.00324, 0.18480, -2.80829], [2.45055, -0.73362, -1.65996], [3.93497, -0.49988, -1.32961], [3.86375, 0.85592, -0.59047], [2.35975, 1.16072, -0.64272], [1.79355, -0.16190, -0.52632], [1.93890, 1.55430, -2.06770], [0.52579, 2.19186, -2.06982], [0.27353, 3.05141, -2.90897], [-0.25466, 1.77238, -1.15804], [2.72887, 0.20878, -3.62020], [2.14869, -1.77412, -1.77484], [4.54599, -0.46333, -2.23151], [4.31793, -1.29150, -0.68356], [4.45873, 1.63824, -1.06038], [4.17514, 0.75825, 0.44935], [1.96432, 1.77354, 0.16464], [2.63267, 2.25961, -2.52528]], "mulliken_charge": [-0.82, -0.28, -0.21, -0.97, 1.43, 0.84, -0.54, -0.87, 1.02, -1.18, -0.28, -0.63, -0.31, -0.16, -0.67, -0.77, 0.21, -0.29, 0.59, -0.20, -0.77, 0.93, -0.80, -0.21, -1.10, -0.36, 0.53, 0.64, 0.38, 0.36, 0.37, 0.36, 0.55, 0.47, 0.39, 0.40, 0.79, -0.82, 0.01, -0.57, -0.11, -0.16, -1.11, -1.05, -0.02, 0.09, 0.28, -0.10, -0.79, -0.10, 0.46, 0.77, 0.40, 0.34, 0.44, 0.33, 0.34, 0.54], "lumo_energy_ev": [4.29, 4.29], "spin_multiplicity": 3, "e_above_lowest_kcal_mol": 0.0, "charge": -2, "orbital_gap_ev": [3.68, 5.93]}

=====

{"formula": "C24H72O32P8", "method": "wB97M-V/def2-TZVPD", "symbols": ["C", "O", "P", "O", "O", "C", "O", "C", "H", "H", "H", "H", "H", "H", "H", "H", "H", "C", "O", "P", "O", "O", "C", "O", "C", "H", "H", "H", "H", "H", "H", "H", "H", "H", "C", "O", "P", "O", "O", "C", "O", "C", "H", "H", "H", "H", "H", "H", "H", "H", "H", "C", "O", "P", "O", "O", "C", "O", "C", "H", "H", "H", "H", "H", "H", "H", "H", "H", "C", "O", "P", "O", "O", "C", "O", "C", "H", "H", "H", "H", "H", "H", "H", "H", "H", "C", "O", "P", "O", "O", "C", "O", "C", "H", "H", "H", "H", "H", "H", "H", "H", "H", "C", "O", "P", "O", "O", "C", "O", "C", "H", "H", "H", "H", "H", "H", "H", "H", "H", "C", "O", "P", "O", "O", "C", "O", "C", "H", "H", "H", "H", "H", "H", "H", "H", "H"], "positions_angstrom": [[5.13091, 1.96552, 30.51907], [5.68350, 0.73316, 30.02395], [7.23001, 0.77357, 29.63901], [8.17789, 1.07330, 30.71158], [7.46328, -0.66941, 28.95607], [7.83927, -1.81439, 29.74451], [7.31209, 1.81605, 28.41686], [6.64301, 1.49052, 27.20686], [5.83807, 2.79791, 30.50463], [4.84201, 1.80312, 31.55464], [4.29935, 2.22594, 29.86874], [8.25264, -1.48585, 30.70293], [8.59877, -2.34615, 29.18219], [6.90010, -2.31450, 29.98677], [5.90232, 2.26855, 26.99407], [6.08356, 0.55819, 27.28257], [7.25754, 1.48278, 26.30556], [12.49737, 2.12665, 32.76477], [12.71452, 1.51111, 34.02197], [11.93063, 1.90570, 35.34627], [11.27082, 3.20607, 35.36579], [13.05389, 1.75691, 36.48283], [13.57000, 0.46743, 36.80679], [10.96877, 0.64246, 35.56836], [10.16080, 0.63368, 36.72702], [11.68505, 2.85457, 32.80383], [12.21364, 1.39648, 32.00741], [13.38119, 2.65515, 32.41269], [13.09806, -0.35104, 36.26410], [13.40701, 0.34753, 37.87879], [14.64127, 0.35868, 36.63269], [10.43809, -0.15502, 37.43763], [9.13378, 0.38086, 36.46523], [10.20428, 1.54582, 37.32344], [14.65905, 5.61999, 32.05548], [13.44173, 6.32128, 31.77491], [12.45222, 5.71334, 30.66075], [12.63289, 4.29013, 30.37606], [12.72932, 6.65116, 29.38696], [13.73056, 6.21205, 28.49006], [11.02124, 6.13741, 31.16532], [10.56508, 7.46325, 31.40928], [14.68741, 5.42956, 33.12887], [15.53392, 6.20945, 31.78638], [14.68876, 4.65211, 31.55731], [13.37936, 5.60102, 27.65222], [14.45718, 5.52567, 28.93625], [14.28088, 7.04932, 28.06578], [10.08608, 7.89535, 30.52295], [11.34464, 8.13622, 31.75599], [9.69870, 7.43431, 32.06860], [5.69983, 5.21801, 28.18096], [6.54666, 4.88838, 29.27654], [7.62190, 5.98428, 29.76473], [7.09932, 7.35246, 29.75189], [8.07741, 5.45021, 31.20138], [8.52660, 4.07275, 31.30066], [8.87390, 5.72867, 28.81393], [9.14775, 6.55091, 27.66184], [5.74325, 4.39627, 27.46396], [5.99003, 6.12264, 27.64665], [4.65564, 5.29400, 28.48407], [9.47006, 4.06635, 31.84804], [8.74113, 3.63791, 30.32943], [7.79238, 3.56517, 31.91917], [9.94470, 7.16392, 28.09087], [8.27205, 7.12928, 27.36415], [9.49562, 5.97970, 26.80226], [5.09114, 4.40358, 33.44919], [4.62106, 5.44072, 34.31952], [4.10600, 6.80032, 33.65919], [3.03896, 6.63945, 32.67210], [3.77123, 7.76709, 34.88243], [2.79957, 7.35301, 35.86521], [5.49246, 7.40374, 33.09954], [5.53936, 8.73962, 32.62972], [4.91439, 4.66286, 32.40650], [4.70515, 3.41448, 33.68858], [6.16274, 4.36569, 33.65765], [2.27721, 6.47107, 35.49671], [2.07988, 8.16438, 35.95836], [3.29403, 7.18928, 36.81848], [4.51921, 9.10327, 32.43363], [5.95699, 8.77970, 31.62223], [6.02424, 9.40270, 33.34239], [10.77432, 6.42699, 21.36694], [11.12599, 6.14402, 22.72380], [10.05196, 5.63653, 23.77040], [8.66077, 5.78851, 23.30113], [10.52312, 4.15571, 24.11376], [9.63525, 3.27671, 24.82034], [10.33043, 6.44921, 25.11012], [11.65329, 6.58767, 25.64796], [11.48095, 5.94713, 20.69048], [10.76236, 7.50888, 21.27498], [9.81763, 5.99615, 21.07082], [8.73231, 3.80695, 25.13171], [10.14623, 2.84503, 25.67624], [9.29698, 2.51805, 24.11692], [11.87413, 5.91220, 26.47343], [11.76706, 7.62797, 25.94408], [12.37687, 6.38608, 24.85513], [13.28376, 1.15904, 28.99871], [12.61383, 0.95140, 27.75815], [12.62579, 2.04756, 26.57665], [12.19028, 1.54917, 25.27145], [11.79738, 3.26237, 27.17749], [10.44204, 3.00992, 27.58685], [14.12696, 2.63356, 26.67055], [15.18606, 1.77379, 26.26707], [14.24496, 0.64064, 29.00013], [12.68146, 0.68001, 29.76805], [13.44156, 2.21613, 29.20987], [9.78044, 3.66306, 27.01529], [10.36990, 3.31267, 28.62794], [10.11160, 1.99419, 27.37660], [15.60826, 1.29988, 27.15656], [15.98396, 2.31778, 25.76652], [14.83069, 0.98422, 25.60190], [4.75839, 8.77865, 28.54656], [4.23532, 9.24745, 27.30184], [4.44171, 8.24968, 26.08065], [3.98965, 8.70060, 24.74981], [5.99609, 7.92326, 26.15983], [6.62489, 7.05597, 25.21634], [3.77120, 6.87117, 26.58223], [2.36075, 6.78453, 26.72745], [4.99941, 7.72427, 28.46754], [4.22745, 8.92412, 29.48859], [5.67486, 9.34276, 28.72650], [7.10367, 6.23042, 25.74942], [7.43131, 7.61132, 24.74184], [5.97171, 6.64384, 24.44976], [2.14986, 6.54288, 27.77231], [2.01070, 5.92469, 26.15227], [1.76982, 7.64771, 26.42617]], "mulliken_charge": [-0.20, -0.40, 0.33, -0.53, -0.35, -0.72, 0.79, -0.70, -0.18, 0.29, 0.35, 0.29, 0.23, 0.27, 0.19, 0.36, 0.18, 0.00, -0.39, 1.20, -0.72, -0.38, -0.70, -0.27, -0.79, -0.05, 0.17, 0.13, 0.32, 0.28, 0.28, 0.29, 0.28, 0.35, -0.59, -0.33, 0.66, -0.01, -0.41, -0.42, 0.13, -0.88, 0.29, 0.26, 0.14, -0.07, 0.28, 0.36, 0.23, 0.46, 0.18, 0.42, 0.59, 0.40, -0.71, -0.70, -0.59, 0.32, -0.13, -0.31, -0.76, 0.26, 0.26, -0.01, 0.26, 0.36, 0.34, -0.61, -0.55, -0.42, 1.02, -0.68, -0.32, -0.71, -0.04, -0.69, 0.18, 0.38, 0.28, 0.34, 0.26, 0.24, 0.39, 0.11, 0.27, -0.75, -0.36, 1.04, -0.80, -0.30, -0.56, -0.15, -0.40, 0.27, 0.28, 0.31, 0.29, 0.13, 0.38, -0.17, 0.36, 0.44, -0.63, -0.39, 0.78, -0.72, 0.67, -0.41, -0.25, -0.90, 0.38, 0.23, 0.26, -0.58, -0.01, 0.69, 0.26, 0.27, 0.38, -0.17, -0.42, 0.63, -0.75, -0.03, -0.30, -0.10, -0.87, -0.03, 0.30, 0.25, -0.19, 0.25, 0.47, 0.30, 0.29, 0.35], "lumo_energy_ev": 0.48, "spin_multiplicity": 1, "e_above_lowest_kcal_mol": 30.6, "orbital_gap_ev": 10.71, "smiles": "COP(=O)(OC)OC.COP(=O)(OC)OC.COP(=O)(OC)OC.COP(=O)(OC)OC.COP(=O)(OC)OC.COP(=O)(OC)OC.COP(=O)(OC)OC.COP(=O)(OC)OC"}

=====

{"formula": "C4H9NO2", "method": "wB97M-V/def2-TZVPD", "symbols": ["C", "N", "C", "C", "O", "C", "O", "H", "H", "H", "H", "H", "H", "H", "H", "H"], "positions_angstrom": [[0.27470, 2.09651, -0.09208], [-0.01301, 0.94554, -0.95645], [-0.40782, -0.21214, -0.17289], [0.65667, -1.00513, 0.56202], [0.08415, -1.45452, 1.78598], [-1.30107, -1.11440, -1.01547], [-1.43794, -2.29285, -0.83345], [0.84606, 2.81414, -0.64863], [-0.66984, 2.51098, 0.26348], [0.81465, 1.81065, 0.80499], [0.88121, 0.70060, -1.38985], [-1.11781, 0.11886, 0.59660], [1.54874, -0.41946, 0.77263], [0.97956, -1.83395, -0.06612], [0.70649, -2.06945, 2.21296], [-1.84475, -0.59538, -1.82373]], "mulliken_charge": [-0.87, -0.46, 0.18, -0.44, -0.52, -0.25, -0.48, 0.35, 0.29, 0.33, 0.28, 0.21, 0.37, 0.33, 0.31, 0.37], "lumo_energy_ev": 0.83, "spin_multiplicity": 1, "e_above_lowest_kcal_mol": 50.3, "orbital_gap_ev": 10.32, "smiles": "CN[C@@H](C=O)CO"}

=====

{"formula": "C4H12N2O2", "method": "wB97M-V/def2-TZVPD", "symbols": ["N", "C", "C", "C", "C", "N", "O", "H", "H", "H", "H", "H", "H", "H", "H", "H", "H", "H", "H", "O"], "positions_angstrom": [[0.81383, 1.37454, -1.08583], [-1.89696, -0.62075, -1.50941], [-0.87194, -0.42925, -0.36079], [0.58764, -0.06709, -0.68672], [1.52885, -0.13090, 0.45654], [2.38418, -1.19306, 0.55592], [1.55705, 0.77637, 1.26916], [0.61484, 1.91722, -0.23412], [0.07325, 1.66441, -1.72320], [-1.41644, -0.22004, -2.41444], [-2.84989, -0.11658, -1.37904], [-1.94546, -1.68263, -1.75435], [-1.33009, 0.43590, 0.19572], [-0.90347, -1.34005, 0.27180], [0.89163, -0.73035, -1.60711], [2.73095, -1.66075, -0.27177], [2.89313, -1.34108, 1.42735], [-0.68439, 1.24691, 2.24818], [-0.88791, 1.24243, 3.69908], [-1.28879, 0.87477, 2.90303]], "mulliken_charge": [-0.72, -1.20, -0.18, 0.34, 0.20, -0.41, -0.59, 0.28, 0.26, 0.32, 0.34, 0.31, 0.02, 0.35, 0.23, 0.21, 0.25, 0.31, 0.31, -0.62], "lumo_energy_ev": 0.89, "spin_multiplicity": 1, "e_above_lowest_kcal_mol": 32.7, "orbital_gap_ev": 10.56, "smiles": "CC[C@@H](N)C(N)=O.O"}

=====

Taking the records one at a time from the top gives energy values of -2040.9238; -3517.3965; -6096.8558; -363.0053; -419.5963 hartree.